No. 1
The following is a DFT calculation (the ωB97M-V functional and the def2-TZVPD basis) of a cluster of 5 separate species, C2H13NO5 in total at a distorted geometry.

```
! wB97M-V def2-TZVPD RIJCOSX def2/J DEFGRID3
* xyz 0 1
C 1.5898 -2.3520 0.9602
N 0.9163 -1.8531 -0.2101
C -0.0924 -2.6157 -0.6810
O -0.5324 -3.5388 -0.0236
H 1.5513 -3.4949 1.0823
H 1.0368 -2.1554 1.9087
H 2.5037 -1.8665 1.1539
H 1.3961 -1.1731 -0.6872
H -0.5604 -2.2341 -1.6785
O -2.3271 -0.3039 0.5004
H -1.7270 -0.9247 0.8413
H -2.3372 -0.3438 -0.3744
O -0.7648 1.8553 0.8972
H -1.2375 2.6097 0.8128
H -1.2918 1.0589 0.9377
O 1.8175 1.4566 1.0358
H 1.7648 1.5434 1.9538
H 1.0018 1.6936 0.5887
O -0.7984 4.4243 -2.6859
H -0.3134 3.7754 -3.0724
H -1.5958 4.4386 -3.2598
*
```

Output
**Largest force on an atom**: 0.1162 hartree/bohr
**E_tot**: -514.914854 hartree
**LUMO energy**: 0.0140 Eh
**Molar mass**: 131.1 g/mol
**Highest occupied orbital energy**: -10.0 eV
**Energy relative to the best compared isomer or geometry (same formula, charge and spin)**: 51.2 kcal per mole
**Orbital gap**: 10.40 eV
**SMILES**: CNC=O.O.O.O.O

=====

No. 2
The following is a DFT calculation (the ωB97M-V functional and the def2-TZVPD basis) of a cluster of 2 separate species, C6H17NO in total at a distorted geometry.

```
! wB97M-V def2-TZVPD RIJCOSX def2/J DEFGRID3
* xyz -1 2
C -0.6049 -1.3378 -0.2762
N -1.6423 -0.9855 0.7410
C -1.0795 -0.5067 2.0499
C -1.2430 0.9797 2.4106
C -0.2646 -0.2578 -1.4698
C 1.9511 -1.3125 -2.0081
C 1.2835 0.0074 -1.4856
H 0.3385 -1.5077 0.3996
H -0.8157 -2.4532 -0.5225
H -2.1662 -0.2590 0.3556
H -1.2213 -1.2654 2.7888
H 0.1070 -0.6429 2.1416
H -0.5114 1.6633 1.9010
H -0.8712 1.1283 3.3752
H -2.2781 1.4931 2.1996
H -0.9885 0.4970 -1.1593
H -0.5171 -0.6180 -2.4178
H 1.2189 -2.1748 -1.6255
H 2.1511 -1.1991 -3.0663
H 2.9376 -1.6450 -1.5575
H 1.5998 0.3955 -0.5986
H 1.5628 0.7633 -2.1575
H -0.0850 2.4312 0.2261
H 1.0400 3.4651 0.0144
O 0.0984 3.3415 -0.2587
*
```

Output
**Largest force on an atom**: 0.0712 hartree/bohr
**E_tot**: -368.649671 hartree
**LUMO energy (spin up / spin down)**: 0.1338 / 0.1318 Eh
**Molar mass**: 119.2 g/mol
**Highest occupied orbital energy (spin up / spin down)**: 0.9 / -5.7 eV
**Energy relative to the best compared isomer or geometry (same formula, charge and spin)**: 61.7 kcal per mole
**Orbital gap (spin up / spin down)**: 2.74 / 9.33 eV

=====

No. 3
The following is a DFT calculation (the ωB97M-V functional and the def2-TZVPD basis) of a structure of composition C12H15N6O4PSTc at a distorted geometry.

```
! wB97M-V def2-TZVPD RIJCOSX def2/J DEFGRID3
* xyz 2 2
Tc 0.1302 1.9634 -0.9745
C 2.6815 -2.9313 -0.2784
N 2.3579 -1.6345 -0.8075
C 3.0817 -0.9632 -1.7375
C 2.4663 0.2425 -1.9355
N 1.3737 0.3108 -1.1286
C 1.3207 -0.8586 -0.4522
P -0.0659 -1.3449 0.6658
C -1.3666 -0.7252 -0.4997
N -1.3318 0.4814 -1.1114
C -2.4670 0.5718 -1.8569
C -3.1921 -0.5756 -1.6894
N -2.4927 -1.3718 -0.8420
C -2.8962 -2.6814 -0.4082
C -0.0289 0.2489 1.6083
N 0.0203 1.4606 1.0072
C -0.0100 2.3952 1.9968
C -0.0700 1.7487 3.1979
N -0.0826 0.4152 2.9386
C -0.1301 -0.6074 3.9479
H 3.6314 -3.2586 -0.6975
H 2.7756 -2.8890 0.8071
H 1.9107 -3.6604 -0.5313
H 3.9606 -1.3761 -2.1951
H 2.7405 1.0452 -2.5923
H -2.6914 1.4394 -2.4458
H -4.1378 -0.8640 -2.1077
H -3.8389 -2.9420 -0.8847
H -2.1478 -3.4230 -0.6872
H -3.0344 -2.7104 0.6731
H 0.0169 3.4454 1.7850
H -0.1066 2.1419 4.1963
H -0.1400 -0.1339 4.9286
H -1.0278 -1.2191 3.8512
H 0.7434 -1.2556 3.8768
O 0.5835 5.4074 -2.3049
S 0.4368 4.0497 -2.0077
O 1.4786 3.4129 -1.0832
O -0.7957 3.6370 -1.1692
O 0.3429 3.0101 -3.0526
*
```

Output
**Largest force on an atom**: 0.0562 hartree/bohr
**E_tot**: -1915.540896 hartree
**LUMO energy (spin up / spin down)**: -0.3738 / -0.3564 Eh
**Molar mass**: 468.3 g/mol
**Highest occupied orbital energy (spin up / spin down)**: -15.9 / -15.9 eV
**Energy relative to the best compared isomer or geometry (same formula, charge and spin)**: 23.7 kcal per mole
**Orbital gap (spin up / spin down)**: 5.75 / 6.22 eV

=====

No. 4
The following is a DFT calculation (the ωB97M-V functional and the def2-TZVPD basis) of a structure of composition C3H4O2Yb at a distorted geometry.

```
! wB97M-V def2-TZVPD RIJCOSX def2/J DEFGRID3
* xyz 3 2
C 0.7451 0.2686 -0.4909
C 1.1640 1.1362 0.3397
H 0.1872 0.7642 1.4992
H 1.7967 2.0066 0.2375
O 0.3110 -0.0308 -1.7166
H 1.0108 -0.0444 -2.3839
C -0.9426 -0.3580 1.5416
O -0.7512 -0.7470 0.3372
Yb -1.9275 -1.9132 -1.4282
H -1.5934 -1.0822 2.0644
*
```

Output
**Largest force on an atom**: 0.0958 hartree/bohr
**E_tot**: -1424.378435 hartree
**LUMO energy (spin up / spin down)**: -0.5201 / -0.6260 Eh
**Molar mass**: 245.1 g/mol
**Highest occupied orbital energy (spin up / spin down)**: -24.2 / -23.9 eV
**Energy relative to the best compared isomer or geometry (same formula, charge and spin)**: 90.4 kcal per mole
**Orbital gap (spin up / spin down)**: 10.08 / 6.85 eV